{
  "formula": "C21H53NO6",
  "method": "ωB97M-V with the def2-TZVPD basis set",
  "elements": ["C", "C", "C", "C", "C", "C", "C", "C", "C", "N", "O", "H", "H", "H", "H", "H", "H", "H", "H", "H", "H", "H", "H", "H", "H", "H", "H", "H", "H", "H", "C", "C", "C", "O", "H", "H", "H", "H", "H", "H", "H", "H", "C", "C", "C", "O", "H", "H", "H", "H", "H", "H", "H", "H", "C", "C", "C", "O", "H", "H", "H", "H", "H", "H", "H", "H", "C", "C", "C", "O", "H", "H", "H", "H", "H", "H", "H", "H", "O", "H", "H"],
  "coordinates": [[-0.9953, 0.0936, 2.1195], [-2.0077, 1.2062, 2.5027], [-1.2469, 2.3958, 3.0953], [-2.7496, 1.7007, 1.2747], [-3.9150, 0.8220, 0.8519], [-4.8807, 0.5521, 2.0062], [-4.1657, -0.0173, 3.2194], [-5.1020, 0.0488, 4.4289], [-3.8128, -1.5016, 2.9749], [-3.0032, 0.8040, 3.4955], [-2.4348, 0.4790, 4.7357], [-0.7213, -0.5281, 2.9714], [-1.4073, -0.4767, 1.2889], [-0.1017, 0.6190, 1.7867], [-0.5859, 2.0996, 3.9153], [-0.6086, 2.8660, 2.3424], [-1.9207, 3.1409, 3.5180], [-3.1025, 2.7232, 1.4442], [-2.0790, 1.7832, 0.4114], [-4.4519, 1.2474, 0.0021], [-3.5361, -0.1477, 0.5038], [-5.6108, -0.1789, 1.6543], [-5.3686, 1.4895, 2.2868], [-5.1605, 1.0617, 4.8255], [-4.7893, -0.6218, 5.2269], [-6.1055, -0.2501, 4.1108], [-3.1338, -1.8700, 3.7455], [-3.2818, -1.6279, 2.0275], [-4.7209, -2.1009, 2.9139], [-1.7909, -0.2311, 4.5868], [5.5192, -2.2504, -3.1635], [4.2756, -2.0918, -2.3129], [4.1803, -0.6880, -1.7349], [3.1712, -2.3894, -3.1530], [5.6522, -3.2901, -3.4690], [6.4148, -1.9026, -2.6527], [5.3988, -1.6903, -4.0959], [4.3466, -2.8178, -1.4897], [3.9178, 0.0298, -2.5168], [5.1223, -0.3841, -1.2683], [3.4489, -0.5718, -0.9269], [2.3699, -2.1623, -2.6701], [3.1921, 3.8132, 0.3501], [3.8132, 2.4067, 0.3681], [5.2589, 2.4472, 0.8048], [3.1175, 1.5969, 1.3076], [2.2237, 3.8011, -0.1541], [3.8178, 4.5266, -0.1922], [3.0848, 4.1544, 1.3802], [3.7070, 1.9825, -0.6381], [5.3697, 2.9210, 1.7759], [5.8481, 2.9408, 0.0277], [5.6599, 1.4301, 0.8382], [2.1937, 1.5321, 1.0333], [-1.7597, 1.0387, -2.3690], [-1.2284, 0.4612, -3.6627], [-1.0834, 1.5088, -4.7432], [0.0784, -0.0766, -3.3542], [-1.0795, 1.8028, -1.9936], [-1.8430, 0.2601, -1.6053], [-2.7645, 1.4369, -2.5077], [-1.8612, -0.3629, -4.0077], [-0.4565, 2.3229, -4.3756], [-2.0448, 1.9629, -5.0018], [-0.6905, 1.0955, -5.6735], [0.4948, -0.3352, -4.1846], [-0.0641, -4.1839, -2.0383], [-0.0073, -3.0736, -0.9782], [0.5812, -3.5403, 0.3282], [0.8209, -2.0016, -1.4775], [0.9046, -4.6871, -2.0803], [-0.2902, -3.7493, -3.0100], [-0.8124, -4.9323, -1.7739], [-1.0299, -2.6849, -0.9058], [1.6341, -3.7898, 0.1931], [0.0767, -4.4481, 0.6634], [0.4844, -2.7682, 1.0919], [0.2759, -1.4122, -2.0182], [1.0861, 0.7159, -0.4924], [1.2399, -0.2144, -0.2837], [1.0251, 0.7306, -1.4543]],
  "atomic_forces_ev_per_a": [[-0.4, 0.9, -0.1], [0.3, -0.1, 0.4], [0.5, 0.0, 0.4], [-0.4, 0.3, -0.9], [0.0, -0.5, 0.2], [0.4, 0.3, -0.6], [0.1, -0.9, 0.2], [-0.3, 0.0, -0.1], [0.3, 0.3, -0.5], [-0.4, 0.9, 0.2], [0.3, 0.0, 0.0], [0.0, -0.2, -0.1], [0.2, -0.4, 0.1], [0.1, -0.3, -0.2], [-0.1, -0.1, -0.1], [-0.1, 0.0, -0.1], [-0.2, 0.0, -0.2], [-0.1, -0.1, 0.2], [0.3, 0.0, 0.3], [0.0, 0.1, 0.0], [0.0, 0.1, -0.1], [-0.3, 0.1, 0.2], [-0.1, -0.1, 0.0], [0.1, 0.0, 0.0], [0.1, 0.0, 0.0], [0.0, 0.0, 0.0], [-0.3, -0.1, 0.2], [-0.1, 0.0, 0.0], [0.1, -0.1, 0.2], [-0.1, -0.1, 0.0], [-0.1, -0.1, -0.5], [0.4, 0.1, 0.1], [-0.1, 0.3, 0.5], [0.1, 0.0, -0.1], [0.0, 0.0, 0.2], [0.0, 0.0, 0.1], [0.0, 0.2, 0.1], [-0.2, 0.0, 0.0], [0.1, 0.0, 0.0], [0.1, 0.0, -0.2], [-0.1, -0.3, -0.2], [-0.3, -0.2, 0.3], [0.3, -0.2, -0.2], [-0.6, 0.6, 0.2], [0.2, -0.6, -0.8], [0.1, -0.1, 0.2], [-0.1, 0.0, 0.2], [0.1, -0.1, 0.0], [-0.1, 0.1, 0.0], [0.2, -0.1, 0.0], [0.1, 0.1, 0.0], [0.0, 0.3, 0.3], [-0.1, 0.0, 0.3], [0.1, 0.0, -0.3], [-0.2, -0.4, 0.1], [0.2, 0.1, 0.0], [-0.4, 0.4, -0.1], [-0.2, 0.0, 0.0], [-0.1, 0.1, 0.0], [0.1, 0.0, 0.0], [0.1, 0.2, -0.1], [-0.1, 0.0, 0.0], [0.2, -0.1, -0.1], [0.0, -0.2, 0.1], [0.2, 0.0, 0.1], [0.1, -0.1, 0.1], [0.3, 0.1, 0.6], [0.0, -0.1, -1.2], [-0.3, 0.0, 0.1], [-0.1, -0.1, 0.4], [0.0, 0.1, -0.2], [-0.1, -0.1, -0.1], [-0.1, 0.0, -0.1], [0.1, 0.0, 0.5], [0.0, 0.1, -0.1], [-0.1, 0.1, 0.1], [0.1, -0.1, 0.1], [0.1, 0.1, -0.2], [-0.1, 0.2, 0.1], [0.0, -0.1, -0.2], [0.0, 0.0, -0.1]],
  "mulliken_charge": [-0.409, 1.501, -2.097, -0.905, -0.298, -1.350, 1.677, -2.011, -1.591, 0.185, -0.474, 0.288, -0.029, -0.107, 0.371, 0.400, 0.495, 0.496, -0.099, 0.383, 0.091, 0.480, 0.352, 0.448, 0.371, 0.424, 0.343, 0.241, 0.461, 0.385, -1.604, 0.840, -1.038, -0.588, 0.394, 0.378, 0.367, 0.136, 0.261, 0.340, 0.240, 0.262, -1.435, 1.334, -1.584, -0.576, 0.325, 0.393, 0.340, -0.116, 0.398, 0.385, 0.337, 0.124, -1.012, 0.463, -1.522, -0.425, 0.193, 0.048, 0.520, 0.258, 0.347, 0.388, 0.433, 0.162, -1.631, 0.842, -1.329, 0.338, 0.328, 0.353, 0.442, 0.178, 0.306, 0.444, 0.183, -0.138, -0.358, 0.260, -0.009],
  "homo_lumo_gap_ev": 8.6,
  "e_tot_ha": -1338.08778,
  "homo_ev": -8.205,
  "smiles": "CC1(C)CCCC(C)(C)N1O.CC(C)O.CC(C)O.CC(C)O.CC(C)O.O",
  "e_lumo_ev": 0.4
}